[1]
{"formula": "C3H9N5", "method": "ωB97M-V/def2-TZVPD", "elements": ["N", "N", "N", "N", "N", "C", "C", "C", "H", "H", "H", "H", "H", "H", "H", "H", "H"], "positions_angstrom": [[2.08, -0.34, 0.76], [1.42, -0.91, -0.36], [0.16, 2.13, -0.77], [-2.15, -0.47, -0.70], [0.06, -1.33, -0.19], [-0.86, 0.71, 1.12], [-0.88, -0.24, -0.09], [-0.28, 1.13, -0.16], [1.54, -0.47, -1.27], [-2.56, -1.34, -0.36], [-2.06, -0.56, -1.71], [0.36, 1.97, -1.76], [-0.20, 0.47, 1.94], [-1.79, 1.16, 1.41], [0.03, -1.93, 0.63], [3.04, -0.67, 0.77], [2.09, 0.68, 0.75]], "total_energy_ha": -393.35146, "gap_ev": 9.708, "total_charge": 0, "max_force_ev_per_a": 1.34, "smiles": "[H]/N=C1/C[C@]1(N)NNN"}

[2]
{"formula": "C16H34Br2ClCsF10IKNNaO12P2Si", "method": "ωB97M-V/def2-TZVPD", "elements": ["Cs", "I", "Br", "Br", "K", "Cl", "P", "P", "Si", "Na", "F", "F", "F", "F", "F", "F", "F", "F", "F", "F", "O", "O", "O", "O", "O", "O", "O", "O", "O", "O", "O", "O", "N", "C", "C", "C", "C", "C", "C", "C", "C", "C", "C", "C", "C", "C", "C", "C", "C", "H", "H", "H", "H", "H", "H", "H", "H", "H", "H", "H", "H", "H", "H", "H", "H", "H", "H", "H", "H", "H", "H", "H", "H", "H", "H", "H", "H", "H", "H", "H", "H", "H", "H"], "positions_angstrom": [[5.58, 0.53, -0.93], [5.58, -3.23, -3.99], [-0.98, -1.76, -2.27], [1.50, 1.11, -2.54], [-4.27, -1.56, -5.16], [-6.50, 2.80, 3.93], [-3.30, -0.06, 2.64], [2.74, 3.99, 2.05], [4.30, -1.17, -3.58], [-0.64, 1.82, -0.88], [-3.71, -0.47, 4.15], [-3.29, -0.96, 1.28], [-4.87, -0.22, 2.27], [-2.08, -1.02, 3.13], [-2.14, 0.86, 1.91], [7.60, -1.29, -4.24], [-1.29, 0.87, -2.75], [-1.61, -0.41, -4.71], [0.48, 0.96, -5.13], [-3.66, 1.45, 3.05], [-5.32, 3.58, 4.28], [3.08, 3.27, 0.66], [1.14, 3.92, 2.12], [2.09, -5.05, 1.71], [-6.22, 1.40, 4.11], [1.64, -5.83, 4.53], [-7.60, 3.19, 4.79], [3.45, 3.44, 3.22], [3.04, 5.53, 1.74], [1.75, -1.20, -0.02], [-6.85, 3.05, 2.54], [-3.97, 1.40, -1.37], [-5.62, 0.76, -2.76], [2.67, -4.95, 4.93], [2.98, -0.80, -4.95], [0.68, -5.20, 3.68], [6.12, 1.54, -3.38], [-4.68, 0.77, -3.83], [-5.12, 1.10, -1.54], [5.44, 0.42, -3.41], [0.67, 0.10, -4.01], [2.67, 6.48, 2.74], [2.68, 3.88, -0.55], [-7.01, 0.41, -3.00], [0.55, 3.63, 3.40], [0.88, -5.59, 2.23], [1.49, -1.14, -4.49], [-0.85, -0.24, -3.53], [3.13, -6.02, 1.61], [2.29, 3.11, -1.22], [3.55, -1.27, -2.32], [2.90, -6.72, 0.80], [6.40, 2.61, -3.61], [3.12, -4.43, 4.08], [-0.51, 3.87, 3.35], [-4.25, 1.77, -3.90], [-0.31, -5.55, 4.01], [1.91, 4.64, -0.40], [1.55, -1.99, -3.74], [3.27, -6.56, 2.55], [0.96, -1.56, -5.41], [-7.44, 1.11, -3.72], [1.59, 6.62, 2.73], [1.01, 4.23, 4.18], [2.28, -4.22, 5.64], [0.06, -5.18, 1.64], [-5.14, 0.50, -4.77], [-7.59, 0.46, -2.07], [3.22, -1.52, -5.80], [3.55, 4.34, -1.02], [2.99, 6.15, 3.73], [0.86, -6.68, 2.11], [-5.86, 1.09, -0.73], [-7.07, -0.60, -3.40], [3.15, 7.43, 2.51], [0.88, -1.40, -0.37], [-3.87, 0.05, -3.60], [4.06, -5.50, 1.37], [2.13, -2.06, 0.19], [3.45, -5.53, 5.43], [3.12, 0.24, -5.37], [0.71, -4.11, 3.80], [0.67, 2.57, 3.63]], "total_energy_ha": -10246.45189, "gap_ev": 3.046, "total_charge": 0, "max_force_ev_per_a": 7.60}

[3]
{"formula": "C3H20N2O6", "method": "ωB97M-V/def2-TZVPD", "elements": ["O", "O", "O", "O", "O", "O", "N", "N", "C", "C", "C", "H", "H", "H", "H", "H", "H", "H", "H", "H", "H", "H", "H", "H", "H", "H", "H", "H", "H", "H", "H"], "positions_angstrom": [[-2.83, 0.46, -0.29], [-1.24, 0.30, -2.74], [2.81, 0.79, 3.00], [0.44, -1.65, -2.28], [-3.55, 0.34, 2.32], [-0.67, -2.91, -0.20], [0.72, 1.48, 0.26], [0.61, -0.82, 1.16], [2.17, 1.36, -0.08], [0.11, 0.48, 0.82], [2.42, 1.09, -1.53], [-3.25, -0.27, 1.61], [-1.64, -0.05, -1.89], [-1.93, 0.50, -3.25], [-1.02, 0.50, 1.15], [-3.71, 0.21, -0.19], [2.88, 0.73, 0.56], [-0.32, -2.48, -1.08], [-2.82, 1.39, -0.18], [-0.31, -1.25, -2.83], [2.87, 1.36, 2.21], [1.54, 1.43, -2.19], [2.68, 0.06, -1.65], [0.74, -1.02, -1.70], [-2.77, 0.28, 2.88], [2.41, 0.03, 2.56], [1.34, -1.20, 0.63], [3.37, 1.61, -1.84], [-0.04, -1.44, 1.43], [0.04, -3.58, -0.06], [2.77, 2.29, 0.07]], "total_energy_ha": -687.17122, "gap_ev": 9.581, "total_charge": 0, "max_force_ev_per_a": 6.49, "smiles": "CC/N=C\\N.O.O.O.O.O.O"}

[4]
{"formula": "C27H20N6O2ReSe3", "method": "ωB97M-V/def2-TZVPD", "elements": ["Re", "Se", "Se", "Se", "O", "O", "N", "N", "N", "N", "N", "N", "C", "C", "C", "C", "C", "C", "C", "C", "C", "C", "C", "C", "C", "C", "C", "C", "C", "C", "C", "C", "C", "C", "C", "C", "C", "C", "C", "H", "H", "H", "H", "H", "H", "H", "H", "H", "H", "H", "H", "H", "H", "H", "H", "H", "H", "H", "H"], "positions_angstrom": [[1.71, -1.47, 0.53], [1.88, 0.69, 1.43], [4.20, -3.87, 1.82], [3.16, -2.29, 3.20], [-2.20, 5.71, 0.28], [1.52, -1.27, -1.29], [-3.44, 0.47, -3.16], [-0.40, -0.99, 0.38], [4.82, 0.88, 2.04], [-4.05, 1.48, -2.78], [0.92, -3.01, 1.80], [3.83, -1.69, 0.04], [5.92, -2.84, -0.15], [0.11, -0.64, -3.17], [-2.15, 0.11, -2.69], [3.69, 0.81, 1.82], [-0.27, -4.63, 3.68], [-2.96, -0.11, -0.31], [-2.69, 4.70, -0.44], [-1.15, -0.18, -3.59], [4.29, -0.79, -0.85], [6.35, -1.95, -1.12], [-4.04, 4.40, -0.59], [-0.70, -0.64, -0.91], [-2.11, 2.85, -1.89], [-0.16, -3.73, 1.47], [-4.42, 3.34, -1.38], [-1.96, -0.19, -1.31], [-3.48, 2.52, -2.00], [4.67, -2.68, 0.40], [5.53, -0.88, -1.45], [1.46, -3.14, 3.02], [0.32, -0.83, -1.84], [-1.35, -0.87, 1.30], [0.87, -3.90, 4.00], [-3.13, 6.58, 0.94], [-0.77, -4.57, 2.38], [-2.64, -0.45, 0.99], [-1.73, 3.93, -1.12], [-3.96, 0.19, -0.57], [7.33, -2.06, -1.57], [0.90, -0.83, -3.89], [5.83, -0.12, -2.16], [-3.74, 6.02, 1.65], [1.32, -3.95, 4.99], [-1.35, 2.32, -2.44], [-3.76, 7.09, 0.22], [-1.08, -1.12, 2.32], [-1.62, -5.16, 2.08], [-0.70, 4.23, -1.05], [6.56, -3.64, 0.19], [-4.80, 5.01, -0.12], [3.63, 0.03, -1.09], [-0.54, -3.62, 0.47], [-0.74, -5.25, 4.43], [-2.52, 7.30, 1.48], [-1.35, -0.03, -4.65], [-3.38, -0.39, 1.77], [-5.47, 3.11, -1.54]], "multiplicity": 2, "total_energy_ha": -8801.91096, "gap_ev": [5.457, 4.935], "total_charge": 2, "max_force_ev_per_a": 0.74, "s2": 0.757}

[5]
{"formula": "C6H13N2O", "method": "ωB97M-V/def2-TZVPD", "elements": ["O", "N", "N", "C", "C", "C", "C", "C", "C", "H", "H", "H", "H", "H", "H", "H", "H", "H", "H", "H", "H", "H"], "positions_angstrom": [[-0.59, 1.88, 0.42], [1.64, 1.41, -0.34], [-1.71, -0.07, -0.07], [-2.94, 0.34, 0.46], [1.84, 0.26, 0.45], [0.80, 0.23, -0.56], [3.07, -0.57, 0.13], [-1.78, -1.48, -0.33], [-0.69, 0.71, -0.02], [-3.19, -0.26, 1.24], [-0.93, -1.87, -0.03], [2.18, 1.63, -1.13], [0.94, 2.20, 0.10], [-2.96, 1.35, 0.72], [3.14, -1.42, 0.82], [-2.59, -1.93, 0.21], [-2.04, -1.62, -1.39], [3.11, -0.98, -0.81], [-3.61, 0.32, -0.38], [3.85, -0.09, 0.59], [0.84, -0.39, -1.50], [1.60, 0.37, 1.42]], "total_energy_ha": -420.84485, "gap_ev": 11.346, "total_charge": 1, "max_force_ev_per_a": 4.84, "smiles": "C[C@H]1[NH2+][C@@H]1C(=O)N(C)C"}

[6]
{"formula": "C31H32N6OSScTe", "method": "ωB97M-V/def2-TZVPD", "elements": ["Te", "Sc", "S", "O", "N", "N", "N", "N", "N", "N", "C", "C", "C", "C", "C", "C", "C", "C", "C", "C", "C", "C", "C", "C", "C", "C", "C", "C", "C", "C", "C", "C", "C", "C", "C", "C", "C", "C", "C", "C", "C", "H", "H", "H", "H", "H", "H", "H", "H", "H", "H", "H", "H", "H", "H", "H", "H", "H", "H", "H", "H", "H", "H", "H", "H", "H", "H", "H", "H", "H", "H", "H", "H"], "positions_angstrom": [[-1.80, -1.81, -2.29], [-0.62, -0.41, 0.13], [-0.33, -0.45, 2.74], [-0.40, 0.65, -1.78], [-1.33, 1.68, 0.58], [1.17, -1.73, 0.00], [-2.28, -1.74, 1.55], [-0.74, 1.78, -3.68], [-2.26, -1.90, 3.88], [1.16, 0.80, 0.60], [0.81, -3.57, -5.13], [-0.41, 2.57, 0.99], [1.25, 2.29, -2.40], [-1.82, -3.93, -2.41], [-3.96, -2.98, 2.72], [3.54, -1.95, 0.11], [-3.37, -2.68, 3.93], [-0.78, 3.85, 1.38], [3.51, 0.98, 0.93], [-0.03, -3.28, -4.05], [-3.39, -2.49, 1.54], [-3.85, -3.11, 5.27], [-3.06, 3.29, 0.90], [-2.12, 4.21, 1.34], [3.35, 2.30, 1.30], [3.44, -3.30, -0.20], [0.77, -4.83, -5.71], [-0.01, 1.52, -2.60], [-0.12, -5.79, -5.24], [-4.04, -2.78, 0.23], [-0.91, -4.25, -3.58], [1.00, 2.08, 0.98], [-1.71, -1.43, 2.73], [2.19, -3.85, -0.40], [-2.62, 2.03, 0.53], [2.39, -1.19, 0.22], [0.01, -1.91, -3.41], [2.09, 2.86, 1.34], [1.08, -3.03, -0.29], [-0.96, -5.50, -4.18], [2.38, 0.25, 0.59], [1.48, -2.82, -5.51], [1.41, -5.05, -6.55], [1.96, 3.89, 1.65], [4.49, 0.53, 0.92], [4.22, 2.89, 1.58], [4.51, -1.50, 0.28], [-0.16, -6.76, -5.71], [2.06, -4.90, -0.64], [0.08, -3.42, -0.44], [-2.85, -4.26, -2.56], [-3.33, 1.28, 0.19], [-5.01, -3.25, 0.36], [-1.80, -1.64, 4.75], [-4.15, -2.24, 5.85], [-1.63, 1.33, -3.81], [-0.04, 4.56, 1.72], [-4.11, 3.54, 0.85], [-1.66, -6.25, -3.83], [-3.06, -3.63, 5.81], [4.33, -3.91, -0.29], [0.84, -1.78, -2.73], [-2.42, 5.20, 1.65], [-0.45, 2.48, -4.35], [-4.85, -3.59, 2.70], [-4.18, -1.86, -0.34], [0.01, -1.10, -4.14], [2.00, 1.65, -1.94], [-1.46, -4.36, -1.47], [1.04, 3.12, -1.73], [-3.41, -3.46, -0.34], [1.64, 2.70, -3.33], [-4.70, -3.78, 5.16]], "total_energy_ha": -3030.60792, "gap_ev": 7.132, "total_charge": 3, "max_force_ev_per_a": 0.33}

[7]
{"formula": "C26H38F6N5O3", "method": "ωB97M-V/def2-TZVPD", "elements": ["F", "F", "F", "F", "F", "F", "O", "O", "O", "N", "N", "N", "N", "N", "C", "C", "C", "C", "C", "C", "C", "C", "C", "C", "C", "C", "C", "C", "C", "C", "C", "C", "C", "C", "C", "C", "C", "C", "C", "C", "H", "H", "H", "H", "H", "H", "H", "H", "H", "H", "H", "H", "H", "H", "H", "H", "H", "H", "H", "H", "H", "H", "H", "H", "H", "H", "H", "H", "H", "H", "H", "H", "H", "H", "H", "H", "H", "H"], "positions_angstrom": [[2.52, 1.86, 4.55], [-2.02, -8.66, -0.39], [1.19, 3.26, 3.54], [3.02, 2.44, 2.52], [-0.76, -8.89, -2.13], [-2.52, -7.66, -2.23], [0.15, -7.13, 0.00], [-0.70, -5.71, -1.53], [2.76, -0.91, 1.14], [1.13, 1.07, 2.81], [0.80, 2.44, 0.77], [-2.53, 5.36, 1.47], [-0.12, 0.38, 0.85], [0.52, -2.41, 3.06], [1.97, 2.17, 3.36], [-0.40, 2.46, -0.15], [-2.05, 3.04, 2.16], [-1.50, -8.00, -1.44], [3.05, 0.65, -2.14], [-1.95, 0.11, -1.98], [-2.37, 0.58, -0.55], [-2.07, 1.52, 1.73], [0.98, -0.12, 3.66], [5.29, 2.09, -0.99], [0.67, 1.30, 1.61], [0.02, -1.26, 3.28], [-2.37, 2.58, -2.88], [-1.86, 0.64, -4.48], [-3.04, 3.96, 1.31], [-0.66, -6.79, -1.01], [-1.25, 1.21, 0.37], [0.30, -5.15, 1.40], [3.27, 0.56, -0.67], [4.42, 1.28, -0.13], [0.77, -0.26, -0.16], [-1.55, 1.24, -3.01], [2.29, -0.29, 0.21], [5.07, 2.20, -2.44], [1.03, -6.09, 0.46], [3.94, 1.44, -2.99], [-1.93, -0.48, -4.35], [-0.43, 1.40, -3.02], [6.15, 2.67, -0.59], [-1.09, -1.16, 3.13], [5.71, 2.82, -3.11], [-1.02, 3.49, 2.25], [1.84, -6.58, 1.00], [-2.99, 3.69, 0.22], [-0.97, 0.79, -5.15], [-3.16, 1.29, 1.53], [-2.86, -0.40, -2.43], [-3.35, 2.47, -3.43], [2.19, 0.08, -2.55], [-0.21, -3.07, 2.78], [-0.51, -4.63, 0.89], [0.44, -1.34, -0.25], [-1.78, 0.81, 2.56], [4.68, 1.25, 0.95], [-2.83, -0.27, 0.04], [2.00, -0.57, 3.82], [-0.90, 3.45, -0.21], [-4.09, 3.91, 1.70], [-2.81, 1.04, -4.91], [-3.13, 5.90, 2.10], [-2.50, 2.96, -1.84], [0.10, 2.38, -1.15], [0.67, 0.24, 4.69], [-1.81, 3.38, -3.46], [-3.19, 1.35, -0.61], [3.69, 1.42, -4.08], [0.98, -4.41, 1.82], [-0.16, -5.71, 2.22], [0.66, 0.16, -1.20], [1.47, -5.55, -0.38], [-1.16, -0.70, -1.99], [-2.48, 3.07, 3.21], [-2.40, 5.81, 0.58], [1.71, 2.55, 0.30]], "total_energy_ha": -2111.84270, "gap_ev": 7.900, "total_charge": 1, "max_force_ev_per_a": 3.94}

[8]
{"formula": "C4H12", "method": "ωB97M-V/def2-TZVPD", "elements": ["C", "C", "C", "C", "H", "H", "H", "H", "H", "H", "H", "H", "H", "H", "H", "H"], "positions_angstrom": [[-1.73, 1.00, -0.57], [1.26, -1.33, 0.66], [1.94, -1.56, -0.72], [-1.45, 1.88, 0.65], [-0.91, 0.99, -1.28], [-2.37, 1.96, 1.23], [1.65, -0.42, 1.10], [1.21, -1.78, -1.49], [-1.88, -0.01, -0.22], [2.54, -0.68, -0.96], [1.45, -2.17, 1.30], [0.19, -1.24, 0.51], [2.62, -2.42, -0.72], [-0.70, 1.42, 1.30], [-2.61, 1.38, -1.09], [-1.03, 2.85, 0.38]], "total_energy_ha": -159.57771, "gap_ev": 13.088, "total_charge": 0, "max_force_ev_per_a": 1.44, "smiles": "CC.CC"}

[9]
{"formula": "C6H9N", "method": "ωB97M-V/def2-TZVPD", "elements": ["N", "C", "C", "C", "C", "C", "C", "H", "H", "H", "H", "H", "H", "H", "H", "H"], "positions_angstrom": [[1.02, 1.39, -0.16], [1.99, 0.31, -0.04], [-0.04, -0.53, -0.02], [-1.42, 1.78, -0.29], [-1.09, -1.37, 0.01], [-0.20, 0.93, -0.15], [1.40, -0.91, 0.05], [1.04, -3.89, 1.04], [-2.12, -1.03, -0.04], [-1.52, 2.14, -1.32], [1.25, 2.37, -0.24], [1.28, -3.22, 0.80], [-1.39, 2.65, 0.37], [3.03, 0.62, -0.05], [-0.92, -2.44, 0.09], [-2.31, 1.20, -0.05]], "total_energy_ha": -288.60832, "gap_ev": 6.672, "total_charge": 0, "max_force_ev_per_a": 0.48}

[10]
{"formula": "C26H22Br2N6O6S2Ta", "method": "ωB97M-V/def2-TZVPD", "elements": ["Ta", "Br", "Br", "S", "S", "O", "O", "O", "O", "O", "O", "N", "N", "N", "N", "N", "N", "C", "C", "C", "C", "C", "C", "C", "C", "C", "C", "C", "C", "C", "C", "C", "C", "C", "C", "C", "C", "C", "C", "C", "C", "C", "C", "H", "H", "H", "H", "H", "H", "H", "H", "H", "H", "H", "H", "H", "H", "H", "H", "H", "H", "H", "H", "H", "H"], "positions_angstrom": [[0.22, 0.34, -0.27], [2.75, 4.44, 5.41], [-1.64, 0.71, 3.23], [-2.60, 0.57, -0.25], [3.54, 0.69, 0.05], [-0.82, 3.34, 0.18], [2.54, -1.68, 0.23], [-0.45, -1.53, -0.15], [0.87, 1.74, -1.38], [2.25, -3.64, 1.19], [0.45, 1.83, 1.26], [-0.32, -1.90, -2.39], [0.18, -0.57, -2.33], [-2.15, 2.31, -2.20], [0.46, -0.86, 2.27], [-3.16, 0.37, -2.86], [-0.17, 6.16, 3.09], [1.31, 2.06, -2.59], [0.06, -1.01, 4.63], [2.06, -2.45, 1.20], [1.36, -1.84, 2.41], [-1.13, -4.64, -1.93], [1.03, -1.98, 4.75], [-0.08, 3.00, 1.09], [-1.17, -3.64, -0.96], [-0.61, -2.29, -1.21], [2.25, -0.30, 0.10], [-0.41, 5.22, 2.18], [1.21, 1.19, -3.61], [0.64, -1.01, -4.68], [-2.63, 1.12, -1.88], [-1.67, -5.88, -1.66], [1.67, -2.43, 3.61], [0.26, 4.00, 2.15], [-2.31, -5.13, 0.54], [1.46, 4.71, 4.06], [-1.76, -3.89, 0.27], [0.75, 5.90, 4.02], [1.88, 3.42, -2.68], [-2.27, -6.13, -0.42], [-0.20, -0.51, 3.36], [1.22, 3.74, 3.11], [0.64, -0.14, -3.46], [-0.50, -0.65, 5.48], [-1.78, -3.10, 1.02], [1.75, 2.79, 3.11], [2.40, -3.23, 3.63], [-3.40, -0.58, -2.64], [-3.10, 0.65, -3.82], [0.94, 6.67, 4.76], [-1.74, 2.87, -1.45], [-2.77, -5.32, 1.50], [-2.69, -7.10, -0.21], [-1.16, 5.43, 1.43], [1.27, -2.41, 5.72], [-2.10, 2.63, -3.16], [2.20, 3.66, -3.69], [1.15, 4.16, -2.34], [-0.28, -1.58, -4.77], [-0.65, -4.43, -2.88], [0.80, -0.41, -5.57], [-1.63, -6.66, -2.40], [1.58, 1.47, -4.58], [1.45, -1.74, -4.60], [2.74, 3.49, -2.00]], "multiplicity": 2, "total_energy_ha": -7785.54915, "gap_ev": [6.143, 7.482], "total_charge": 0, "max_force_ev_per_a": 1.22, "s2": 0.763}

[11]
{"formula": "C4H7NO2", "method": "ωB97M-V/def2-TZVPD", "elements": ["O", "O", "N", "C", "C", "C", "C", "H", "H", "H", "H", "H", "H", "H"], "positions_angstrom": [[-1.61, 1.60, 0.50], [2.69, -0.11, 0.63], [-1.07, 0.23, -1.25], [0.65, -1.51, 0.49], [0.65, 1.06, 0.28], [1.48, -0.09, 0.52], [-0.65, 0.86, -0.12], [0.97, 2.01, 0.70], [-0.34, -0.24, -1.77], [0.85, -1.95, -0.49], [-2.47, 1.23, 0.24], [-1.90, 0.58, -1.71], [1.15, -2.12, 1.25], [-0.41, -1.56, 0.74]], "total_energy_ha": -361.79449, "gap_ev": 8.361, "total_charge": 0, "max_force_ev_per_a": 2.53, "smiles": "CC(=O)/C=C(\\N)O"}

[12]
{"formula": "C2H4BrP", "method": "ωB97M-V/def2-TZVPD", "elements": ["Br", "P", "C", "C", "H", "H", "H", "H"], "positions_angstrom": [[-0.51, 2.28, 2.29], [1.05, 0.90, 1.42], [0.25, 0.69, -0.36], [0.07, -0.47, 0.67], [-0.60, 1.37, -0.69], [-0.98, -0.77, 0.98], [0.92, 0.50, -1.18], [0.52, -1.40, 0.65]], "multiplicity": 3, "total_energy_ha": -2993.78321, "gap_ev": [6.129, 5.859], "total_charge": 0, "max_force_ev_per_a": 4.10, "s2": 2.007}